16
Properties=species:S:1:pos:R:3:forces:R:3:mulliken_charge:R:1 method="wB97M-V/def2-TZVPD" lumo_ev=0.654 smiles="CCNC(=O)O.O" total_energy_ha=-400.21124 relative_energy_ev=0.279 homo_lumo_gap_ev=10.8
C -0.118967 -1.219188 -0.626566 0.5 0.3 -1.1 -0.37
N 0.927865 -0.608272 0.152709 0.1 0.5 0.4 -0.16
C 0.846576 0.578617 0.793419 0.3 0.4 -0.4 0.56
O 1.899490 0.713864 1.638435 -0.1 0.2 0.0 -0.49
O 0.035883 1.469726 0.633666 -0.4 -0.5 0.3 -0.68
C 0.214387 -1.341865 -2.118745 -0.9 -1.0 0.6 -1.05
H -0.282969 -2.209475 -0.270260 -0.2 -0.8 0.6 0.30
H -1.039510 -0.664080 -0.528862 -0.1 0.3 0.3 0.29
H 1.884595 -0.911122 0.068219 -0.2 -0.6 0.1 0.23
H 1.827353 1.615839 1.982723 0.1 -0.1 0.0 0.35
H -0.449849 -2.131426 -2.484032 -0.2 0.2 -0.3 0.33
H 1.197891 -1.787472 -2.265852 0.3 0.7 -0.2 0.33
H -0.034348 -0.428113 -2.637304 0.6 0.2 -0.4 0.28
H -3.024734 2.012738 2.010803 0.2 0.2 0.0 0.30
H -1.569649 2.245376 1.599394 0.1 0.0 -0.1 0.41
O -2.314013 2.664854 2.052254 -0.2 -0.2 0.0 -0.65

=====

16
Properties=species:S:1:pos:R:3:forces:R:3:mulliken_charge:R:1 method="wB97M-V/def2-TZVPD" lumo_ev=0.274 smiles="O=CNCCO.O" total_energy_ha=-400.16828 relative_energy_ev=1.448 homo_lumo_gap_ev=9.9
C -0.563293 2.538869 0.524561 -0.7 -1.8 0.1 0.11
N -0.919013 1.235188 0.303507 -0.1 -0.5 -0.4 -0.15
C -0.881814 0.566345 -1.007032 0.9 1.0 0.4 -0.57
C 0.022260 -0.643003 -0.853956 -0.4 -0.8 2.0 -0.38
O -0.737973 -1.543099 -0.014540 -0.3 0.0 -0.4 -0.58
O -0.368586 2.959664 1.638728 0.2 0.8 -0.1 -0.57
H -0.567966 3.072013 -0.441064 0.3 0.6 0.3 0.27
H -0.948480 0.576645 1.079184 -0.1 0.5 0.0 0.27
H -1.884654 0.312831 -1.343184 0.1 -0.2 -0.1 0.27
H -0.419876 1.305945 -1.664965 -0.2 -0.2 -0.4 0.38
H 0.401239 -1.158783 -1.731529 -0.3 0.2 -0.4 0.36
H 0.862443 -0.371169 -0.199185 0.2 0.5 -0.7 0.24
H -0.141143 -2.072856 0.534459 0.2 0.2 -0.3 0.39
H 2.339243 -2.010535 0.420508 -0.9 -0.8 -0.4 0.32
H 2.108898 -2.241850 1.788758 -0.5 -0.5 0.9 0.33
O 1.698714 -2.526207 0.965751 1.6 1.1 -0.3 -0.67

=====

16
Properties=species:S:1:pos:R:3:forces:R:3:mulliken_charge:R:1 method="wB97M-V/def2-TZVPD" lumo_ev=0.479 smiles="N[C@H](C=O)CO.O" total_energy_ha=-400.08456 relative_energy_ev=3.726 homo_lumo_gap_ev=10.0
O 1.406108 0.306515 2.802937 -0.8 0.0 -1.9 -0.49
C 1.138783 0.193254 1.606958 -1.6 1.5 3.9 -0.22
C -0.288585 0.533995 0.945516 4.7 2.8 1.7 0.36
C -1.182421 -0.476661 1.471429 -3.2 -2.1 -0.4 -0.56
O -2.070468 -0.755494 0.262157 -2.6 1.0 2.3 -0.55
N 0.117777 0.478541 -0.478293 -0.1 0.2 0.8 -0.61
H 1.915833 -0.176004 1.002940 0.9 -0.6 -1.7 0.43
H -0.585381 1.680443 1.377277 0.8 -3.0 -1.8 0.31
H -0.647821 -1.428321 1.650161 -0.4 0.3 -0.3 0.26
H -1.713514 -0.258239 2.482819 0.7 0.0 -2.0 0.28
H -3.003000 -0.305359 0.357111 2.8 -1.3 0.0 0.31
H -0.588755 1.019215 -0.885710 -0.9 0.6 -1.6 0.23
H 0.138060 -0.441647 -0.953054 -0.4 0.6 1.0 0.25
H 1.074998 -0.429163 -4.014283 -1.4 -1.4 0.5 0.30
H 2.487471 -0.075779 -3.518459 1.0 -0.7 1.2 0.31
O 1.800914 0.134704 -4.109507 0.4 2.1 -1.7 -0.61

=====

16
Properties=species:S:1:pos:R:3:forces:R:3:mulliken_charge:R:1 method="wB97M-V/def2-TZVPD" lumo_ev="-4.570 / -9.925" total_energy_ha=-399.77603 relative_energy_ev=2.343 homo_lumo_gap_ev="10.3 / 4.9" multiplicity=2 total_charge=+1
O -1.174532 2.471585 0.420125 0.9 1.5 -1.2 -0.34
C -0.464282 1.465167 0.386493 -0.8 0.8 0.2 0.51
N 0.551654 1.431579 -0.556943 0.3 -0.8 0.1 0.06
C 1.434778 0.328954 -0.932468 -1.5 -1.9 2.1 -0.33
O 0.610983 -0.800496 -1.120618 1.6 0.0 2.1 -0.48
C -0.934765 0.383390 1.184568 -1.0 -2.3 0.9 -0.41
H 0.483899 2.148428 -1.225388 0.0 1.9 -0.9 0.34
H 2.127078 0.163504 -0.115733 0.0 -0.3 0.5 0.31
H 2.017569 0.369863 -1.784228 1.0 1.7 -2.0 0.40
H 0.003984 -0.597166 -1.786462 -1.6 0.2 -2.1 0.29
H -0.788163 -0.520672 0.658453 0.2 -1.0 -0.5 -0.15
H -2.029425 0.499679 1.284511 0.6 0.2 0.2 0.35
H -0.519781 0.160802 2.155214 0.5 0.6 0.4 0.39
H -1.016185 -2.492790 1.034512 -1.0 0.7 0.6 0.32
H 0.028227 -2.216587 -0.082080 1.7 3.6 -2.9 0.38
O -0.331041 -2.795236 0.480048 -0.8 -4.9 2.6 -0.62

=====

16
Properties=species:S:1:pos:R:3:forces:R:3:mulliken_charge:R:1 method="wB97M-V/def2-TZVPD" lumo_ev="-3.831 / -9.772" total_energy_ha=-399.81235 relative_energy_ev=1.355 homo_lumo_gap_ev="9.7 / 3.7" multiplicity=2 total_charge=+1
C -1.193422 0.133810 0.572327 -0.5 2.7 -1.1 -0.36
C -0.730343 -1.293557 0.676113 -1.2 -2.2 -0.3 -0.33
C -0.076152 -1.423040 2.053176 2.0 -0.1 0.8 0.35
O 1.028102 -0.630445 2.096412 -0.5 0.8 -0.3 -0.45
O -0.322107 -2.153977 2.954492 -1.3 -0.3 -0.3 -0.43
N -1.610912 0.494120 -0.814041 -2.7 -3.0 1.7 -0.21
H -0.356838 0.867346 0.700888 -0.1 -0.7 0.7 0.28
H -2.051526 0.431436 1.257799 1.2 -0.4 -0.8 0.37
H 0.019375 -1.655683 -0.048400 0.0 0.7 0.1 0.35
H -1.596443 -2.041253 0.529962 1.1 1.3 0.6 0.37
H 1.292488 -0.455532 3.022853 0.0 -0.5 -0.4 0.36
H -2.642970 0.439739 -0.918112 0.1 1.7 0.3 0.38
H -1.430929 -0.204573 -1.513256 1.9 -0.1 -1.1 0.33
H 2.439666 3.809043 -4.868419 0.0 0.3 0.1 0.31
H 2.583176 2.834655 -5.990046 0.0 0.2 -0.3 0.32
O 2.384112 3.765691 -5.826362 0.0 -0.5 0.2 -0.63

=====

17
Properties=species:S:1:pos:R:3:forces:R:3:mulliken_charge:R:1 method="wB97M-V/def2-TZVPD" lumo_ev=3.926 smiles="CCNC[P@](=O)([O-])O" total_energy_ha=-741.64373 relative_energy_ev=1.302 homo_lumo_gap_ev=8.8 total_charge=-1
C -0.488033 -1.364181 -2.380291 -1.4 1.5 0.7 -1.22
C -0.237270 -0.164844 -1.413583 -2.5 1.2 -0.9 -0.09
C 1.013779 0.730752 0.664484 -1.4 -2.8 -0.8 -0.66
N 0.630137 -0.576065 -0.388353 1.8 2.0 4.7 -0.58
O 0.413887 1.130845 3.451624 0.9 1.5 -0.2 -0.56
O -0.977662 -0.344438 2.217253 -1.0 -2.2 -0.8 -0.79
O -1.164868 2.228198 1.745014 1.5 -1.4 0.0 -0.74
P -0.355042 0.967917 2.003877 -0.3 2.0 -0.2 0.98
H 0.366585 -1.971538 -2.344210 1.0 -1.1 -0.1 0.39
H -1.442976 -1.922831 -2.340982 0.6 0.2 0.7 0.29
H -0.528729 -0.838721 -3.288317 0.0 0.1 -1.9 0.32
H -1.288090 0.267136 -1.048186 2.0 -0.6 -0.7 0.22
H 0.260453 0.669703 -2.070984 -0.7 -1.3 1.4 0.24
H 0.993930 1.529060 -0.017657 0.3 1.4 -0.6 0.34
H 2.020320 0.512145 1.047703 -0.4 0.1 -0.1 0.26
H 0.606430 0.256263 3.776594 -0.1 -0.5 0.0 0.30
H 0.177147 -1.109399 0.386013 -0.2 0.0 -1.3 0.31